A:
23
Properties=species:S:1:pos:R:3:mulliken_charge:R:1 method="wB97M-V/def2-TZVPD" homo_lumo_gap_ev=9.94
C 1.48450 -0.99267 -2.48749 -1.22
C 0.34282 -0.19400 -2.00633 0.83
C -0.39097 -0.64326 -0.88558 -0.38
C -1.39760 0.15922 -0.36226 -0.58
C -1.47705 1.42404 -0.67133 -0.49
C -0.84844 1.91746 -1.80776 -0.47
C 0.06365 1.11989 -2.48783 -0.40
H 2.39164 -1.04275 -1.64777 0.19
H 1.95540 -0.38601 -3.31779 0.31
H 1.36149 -1.99072 -2.83570 0.35
H -0.23538 -1.57906 -0.25142 0.47
H -2.06544 -0.34852 0.33699 0.43
H -2.13178 2.00804 -0.04975 0.37
H -0.99813 2.93226 -2.11526 0.38
H 0.60963 1.46070 -3.43499 0.20
C 0.21149 -0.96132 2.39264 -0.59
C 0.16334 -0.04142 3.57160 -1.01
H 0.61047 -1.88487 2.73464 0.39
H -0.89052 -1.18879 2.20215 0.09
H 0.72586 -0.70618 1.45449 0.29
H -0.59664 0.80179 3.49786 0.24
H 1.14543 0.52608 3.62126 0.25
H -0.03374 -0.38991 4.54960 0.36

***

B:
23
Properties=species:S:1:pos:R:3:mulliken_charge:R:1 method="wB97M-V/def2-TZVPD" homo_lumo_gap_ev=9.92
C -2.20979 0.05475 -1.68508 -1.37
C -0.80906 0.55273 -1.41758 0.62
C -0.32065 1.56094 -2.24966 -0.36
C 0.93623 2.11839 -2.09980 -0.54
C 1.78673 1.55821 -1.13835 -0.47
C 1.28321 0.61489 -0.23129 -0.47
C 0.00997 0.12120 -0.36582 0.00
H -2.19447 -0.72548 -2.44352 0.30
H -2.80431 0.91691 -1.95641 0.36
H -2.55994 -0.60588 -0.87819 0.34
H -0.98577 1.87919 -3.04735 0.32
H 1.28057 2.89775 -2.76343 0.37
H 2.73833 2.04710 -0.97598 0.33
H 2.01193 0.25847 0.48178 0.34
H -0.42881 -0.44324 0.44899 0.21
C -0.29293 -1.80349 3.67411 -0.61
C 0.16172 -3.26985 3.70844 -0.84
H 0.54103 -1.12244 3.82726 0.28
H -0.73876 -1.54328 2.71468 0.06
H -0.95027 -1.60562 4.51969 0.30
H -0.64060 -3.97543 3.91045 0.29
H 0.98037 -3.34806 4.42296 0.26
H 0.56173 -3.56523 2.73868 0.26

***

The winner here is B, beating the second structure by 108.8 kJ/mol.

***

A:
23
Properties=species:S:1:pos:R:3:mulliken_charge:R:1 method="wB97M-V/def2-TZVPD" homo_lumo_gap_ev=9.81
C -2.13808 0.65760 -0.27675 -1.09
C -1.28249 -0.39460 -0.86856 0.59
C -0.71134 -1.46002 -0.17508 -0.03
C 0.19826 -2.39594 -0.59651 -0.65
C 0.58920 -2.28348 -1.93133 -0.34
C 0.17961 -1.13721 -2.64067 -0.53
C -0.76985 -0.22849 -2.19740 -0.43
H -1.32880 1.29912 0.12605 0.05
H -2.83594 0.32273 0.48600 0.36
H -2.66835 1.34165 -0.95189 0.37
H -1.15924 -1.51415 0.84315 0.23
H 0.63991 -3.14995 0.02605 0.41
H 1.21298 -3.01430 -2.43812 0.36
H 0.46426 -0.97478 -3.66221 0.34
H -1.15615 0.67104 -2.64380 0.37
C 0.74966 2.10674 2.13902 -0.20
C 1.84253 0.99635 2.15520 -0.89
H 0.11056 2.07612 2.99178 0.30
H 1.34483 3.06121 2.00141 0.27
H 0.15835 1.88122 1.24974 -0.31
H 2.83672 1.44064 2.02796 0.32
H 1.80900 0.37423 3.04144 0.25
H 1.91439 0.32426 1.29451 0.25

***

B:
23
Properties=species:S:1:pos:R:3:mulliken_charge:R:1 method="wB97M-V/def2-TZVPD" homo_lumo_gap_ev=9.99
C -0.54246 1.20878 -1.78214 -1.31
C -0.91266 1.13438 -0.34463 0.50
C 0.01776 1.02180 0.69441 -0.19
C -0.37640 0.76659 1.98693 -0.29
C -1.71983 0.50964 2.30958 -0.46
C -2.66214 0.69473 1.32238 -0.43
C -2.26169 1.00481 0.03670 -0.52
H -1.14639 0.66119 -2.48126 0.36
H 0.47696 0.88875 -1.97377 0.25
H -0.54833 2.29244 -2.06361 0.29
H 1.15693 1.21279 0.49481 0.29
H 0.33665 0.80248 2.80144 0.36
H -2.01756 0.20685 3.31482 0.36
H -3.73539 0.55831 1.43035 0.34
H -3.03838 1.02756 -0.65123 0.40
C 1.75548 -1.95853 0.02578 -0.48
C 2.44207 -1.55746 -1.28386 -0.70
H 1.23205 -2.90688 -0.03840 0.31
H 2.52759 -2.02403 0.81420 0.27
H 1.19758 -1.15015 0.49173 -0.03
H 3.17988 -0.79787 -1.08622 0.25
H 1.72371 -1.14645 -2.14875 0.14
H 2.91457 -2.44972 -1.86927 0.30

***

C:
23
Properties=species:S:1:pos:R:3:mulliken_charge:R:1 method="wB97M-V/def2-TZVPD" homo_lumo_gap_ev=10.05
C 1.91659 -3.29722 1.07481 -1.34
C 1.51648 -1.97624 0.48247 0.84
C 0.16967 -1.65133 0.27161 -0.51
C -0.21760 -0.41023 -0.20767 -0.08
C 0.74192 0.51890 -0.58282 -0.46
C 2.07812 0.14348 -0.49811 -0.55
C 2.46907 -1.10927 -0.03957 -0.55
H 1.18726 -4.09433 1.06228 0.36
H 2.22385 -3.13549 2.11412 0.29
H 2.83897 -3.59335 0.56951 0.35
H -0.56696 -2.43951 0.37733 0.29
H -1.28291 -0.31120 -0.37843 0.30
H 0.56346 1.43010 -1.13089 0.39
H 2.83301 0.85484 -0.81127 0.34
H 3.51817 -1.35307 0.12549 0.32
C -3.13614 2.13721 -0.49376 -0.88
C -1.89169 2.94535 -0.01647 -0.56
H -2.94909 1.95482 -1.55439 0.28
H -3.20122 1.18277 0.00991 0.25
H -4.03456 2.75262 -0.55580 0.33
H -1.62846 2.78910 1.02100 0.27
H -1.04290 2.66448 -0.63216 -0.03
H -2.10504 3.99757 -0.20721 0.36

***

D:
23
Properties=species:S:1:pos:R:3:mulliken_charge:R:1 method="wB97M-V/def2-TZVPD" homo_lumo_gap_ev=9.96
C -1.72932 -0.34193 -1.92979 -1.44
C -0.78811 -0.89694 -0.91898 0.29
C -0.13413 -0.14493 0.00155 0.35
C 0.89172 -0.53385 0.89264 -0.63
C 1.07273 -1.86314 1.03214 -0.25
C 0.35502 -2.80498 0.22150 -0.68
C -0.52232 -2.28423 -0.79495 -0.24
H -2.66945 -0.34490 -1.45383 0.33
H -1.84954 -0.85068 -2.93469 0.35
H -1.42448 0.66481 -2.27045 0.33
H -0.51364 0.88554 -0.00348 0.18
H 1.33592 0.25558 1.44894 0.35
H 1.70436 -2.32540 1.78763 0.33
H 0.52800 -3.86646 0.35402 0.36
H -1.10441 -2.90077 -1.49478 0.32
C 1.14100 3.38052 0.31932 -0.79
C -0.09165 3.47902 1.20808 -0.93
H 1.41635 4.37251 -0.14205 0.31
H 1.98345 2.81387 0.74292 0.25
H 0.95352 2.88654 -0.59683 0.27
H -0.04172 2.89463 2.04109 0.34
H -1.09481 3.14281 0.69643 0.22
H -0.39315 4.43474 1.63597 0.36

***

The winner here is C, beating the second structure by 31.4 kJ/mol.

***

A:
23
Properties=species:S:1:pos:R:3:mulliken_charge:R:1 method="wB97M-V/def2-TZVPD" homo_lumo_gap_ev=10.10
C -0.26492 -2.80772 2.67200 -1.36
C -0.01077 -1.43190 2.09138 0.87
C 0.85410 -1.28875 1.01658 -0.53
C 1.05031 -0.03885 0.45628 -0.46
C 0.42886 1.09099 0.98059 -0.54
C -0.43173 0.94927 2.05078 -0.38
C -0.66922 -0.31395 2.58397 -0.43
H 0.05528 -3.59153 1.98272 0.34
H -1.31974 -2.95758 2.88635 0.35
H 0.30333 -2.92246 3.59248 0.29
H 1.35428 -2.15052 0.58663 0.30
H 1.73768 0.12615 -0.36510 0.41
H 0.59298 2.05607 0.51767 0.39
H -0.90382 1.82719 2.46998 0.37
H -1.36001 -0.42366 3.41404 0.35
C 0.34222 1.88520 -2.96772 -0.48
C -0.67860 1.09050 -3.79103 -0.92
H 1.00002 2.49783 -3.58184 0.34
H -0.18168 2.58564 -2.31328 0.23
H 0.89285 1.16928 -2.35602 0.00
H -1.23980 1.74453 -4.45891 0.30
H -1.36659 0.59870 -3.10412 0.28
H -0.18502 0.30558 -4.36343 0.27

***

B:
23
Properties=species:S:1:pos:R:3:mulliken_charge:R:1 method="wB97M-V/def2-TZVPD" homo_lumo_gap_ev=10.03
C 1.99133 1.84503 -1.41096 -1.45
C 1.10331 1.10691 -0.44094 0.89
C 1.65483 0.56085 0.71633 -0.45
C 0.86560 0.21364 1.79993 -0.38
C -0.51853 0.30481 1.67297 -0.50
C -1.05113 0.81323 0.50743 -0.52
C -0.27992 1.13482 -0.60814 -0.48
H 1.44961 2.27099 -2.25576 0.36
H 2.85865 1.28049 -1.74658 0.34
H 2.32675 2.74934 -0.89147 0.32
H 2.73124 0.47737 0.81480 0.36
H 1.34271 -0.07424 2.72074 0.39
H -1.17459 0.09583 2.50791 0.41
H -2.10770 1.04497 0.48471 0.32
H -0.69704 1.29493 -1.59220 0.35
C -0.97838 -2.05427 -0.93682 -0.28
C -2.23894 -2.78924 -0.51073 -1.05
H -0.60119 -1.47026 -0.10795 -0.19
H -0.18516 -2.75783 -1.10737 0.38
H -1.11010 -1.50640 -1.86612 0.27
H -3.18100 -2.40935 -0.89823 0.29
H -2.17829 -3.83337 -0.83438 0.32
H -2.29703 -2.87347 0.57644 0.30

***

The winner here is A, beating the second structure by 51.3 kJ/mol.